(1)
This record from the OMol25 dataset describes a single C6H9ClN4O2 molecule in a non-equilibrium geometry. The level of theory is wB97M-V/def2-TZVPD.

Properties
Expectation value of S²: 2.01
LUMO (alpha / beta) (eV): 0.51 / -2.71
Maximum force (eV/A): 5.336
Highest occupied orbital energy (alpha / beta) (eV): -5.729 / -8.750
Multiplicity: 3
Total energy (a.u.): -1063.3970
Kohn-Sham gap (alpha / beta) (eV): 6.2 / 6.0

Last column: Löwdin spin population.
Atoms and positions in Å:
C1 0.643786 -0.899149 1.569547  0.07
C2 1.027297 -0.010899 0.733483  0.41
C3 -1.577457 -0.530055 0.536758  0.01
C4 -1.197866 -0.326547 -0.886591  0.04
C5 -0.713180 -1.394793 1.459549  0.01
C6 -0.026344 0.567940 -1.130259  0.10
N1 -2.561145 0.060858 1.007024  0.01
N2 -0.083842 1.890313 -1.011642  0.05
N3 0.931054 0.130577 -2.053519  0.15
N4 2.046295 0.720066 0.494743  0.38
O1 2.807551 0.484870 -0.510958  0.18
O2 2.114663 1.862914 1.047989  0.53
Cl1 -0.667507 -3.003089 0.670634  0.00
H1 1.241101 -1.382894 2.353732  0.02
H2 -0.980427 -1.326373 -1.515015  0.00
H3 -1.876544 0.194810 -1.486163  0.01
H4 -1.263193 -1.568150 2.523662  0.00
H5 -2.847537 -0.121582 1.926034  0.00
H6 0.769960 2.409614 -1.160680  0.01
H7 -0.740421 2.446064 -0.469113  0.00
H8 1.835272 0.646727 -1.997468  0.01
H9 1.118486 -0.851224 -2.101746  0.00

Forces on the atoms, in the same order (eV/Å):
-0.1461 -1.1482 1.7323
-2.6909 -1.3054 -0.5507
0.6100 -0.5819 1.3833
1.8332 -2.1425 -2.1278
-2.5949 -0.9356 1.1233
2.0307 -1.9549 -0.8710
-1.6391 1.5513 -2.1003
-0.2032 1.7787 0.2229
-1.0639 1.1405 0.6948
4.7436 2.2406 -0.9765
1.3576 -0.4109 -0.8194
-0.3633 1.6308 1.6185
0.0345 -0.9603 0.0698
0.2716 0.4909 -0.3381
-0.4967 2.0557 1.8747
-2.3148 0.4390 -0.3708
1.3145 0.5890 -2.6031
0.1216 -0.4548 1.7249
0.1010 -0.1909 -0.1084
-0.0509 -0.9961 0.0261
-0.6882 -0.4295 0.1257
-0.1662 -0.4056 0.2699

---

(2)
This record from the OMol25 dataset describes 6 unconnected molecules or ions with the total composition C49H64Br2F40N3O8S3 in a non-equilibrium geometry. The level of theory is wB97M-V/def2-TZVPD.

Properties
LUMO (eV): -2.94
Total charge: +1
Maximum force (eV/A): 3.009
Highest occupied orbital energy (eV): -11.224
Total energy (a.u.): -13008.4864
Kohn-Sham gap (eV): 8.3

Last column: Löwdin charge in e.
Atoms and positions in Å:
C1 -4.305345 -1.902788 5.865106  0.13
C2 -4.161864 -0.988253 5.071977  -0.15
C3 -3.725787 0.216567 4.378741  -0.19
C4 -2.965239 -0.118150 3.058546  -0.20
C5 -1.706170 0.739639 2.845230  -0.14
C6 -0.355591 0.044628 2.464406  -0.26
C7 0.151132 -0.690159 3.725810  -0.28
C8 -0.654005 -1.858531 4.392156  -0.02
C9 1.643530 -1.172693 3.760289  -0.22
C10 2.521545 -0.338768 4.692110  -0.10
C11 0.540775 1.327737 2.293649  -0.58
S1 0.771361 2.392187 3.757383  0.90
N1 1.899573 1.060256 1.779594  -0.02
C12 1.704006 0.673411 0.375434  -0.39
C13 3.130314 0.433976 -0.217538  -0.14
C14 4.052017 -0.512772 0.564555  -0.18
C15 4.994297 0.173821 1.599833  -0.18
C16 5.361823 -0.837563 2.694515  -0.19
C17 6.557390 -1.736648 2.281178  -0.27
N2 6.200174 -3.089721 1.869607  0.00
C18 0.863750 -0.588055 0.277623  -0.44
S2 0.608887 -0.864434 -1.544739  0.89
N3 -0.463144 -0.725031 1.101057  -0.05
C19 -0.452828 -2.209195 1.360287  -0.17
C20 -0.520136 -3.242556 0.228785  -0.25
C21 0.821865 -3.900766 -0.141603  -0.24
S3 0.586272 -5.681116 -0.125098  0.57
O1 0.226359 -6.107836 1.172977  -0.25
O2 -0.397041 -5.965584 -1.103615  -0.25
O3 1.990460 -6.305410 -0.544408  -0.12
C22 -1.516162 -0.177175 0.208105  -0.61
Br1 -1.307565 1.584532 -0.587794  0.97
C23 -2.703294 -0.689874 -0.114835  -0.67
C24 -3.683851 -0.043155 -1.050641  -0.18
Br2 -3.470248 -2.299628 0.557222  0.98
H1 -4.338556 -2.794712 6.431778  0.03
H2 -4.643469 0.748051 4.125141  0.12
H3 -3.168198 0.881696 5.035722  0.12
H4 -3.676543 0.129782 2.272891  0.09
H5 -2.822217 -1.190726 3.051677  0.05
H6 -1.889250 1.608668 2.218461  0.10
H7 -1.521238 1.167423 3.825740  0.08
H8 0.093618 0.011168 4.550415  0.10
H9 -0.633988 -2.790332 3.832693  0.08
H10 -1.637017 -1.572622 4.754595  0.06
H11 -0.080903 -2.073432 5.293334  0.09
H12 2.060138 -1.240906 2.756559  0.07
H13 1.690246 -2.190840 4.146813  0.11
H14 2.037324 -0.160460 5.650143  0.09
H15 2.897938 0.568654 4.228838  0.05
H16 3.400074 -0.941848 4.923901  0.07
H17 0.089780 2.026957 1.584593  0.04
H18 -0.047574 3.447044 3.579901  -0.13
H19 2.376789 1.953656 1.829832  0.10
H20 1.367400 1.556507 -0.169306  0.10
H21 3.093336 0.210450 -1.279657  0.09
H22 3.588191 1.424507 -0.149053  0.13
H23 4.721521 -0.965579 -0.172840  0.11
H24 3.551738 -1.347558 1.063128  0.08
H25 4.530536 1.077157 1.988821  0.09
H26 5.884526 0.462606 1.043839  0.11
H27 5.594803 -0.257498 3.589110  0.11
H28 4.530913 -1.489747 2.965525  0.08
H29 7.125485 -1.223440 1.506235  0.09
H30 7.189743 -1.838792 3.155722  0.10
H31 5.329605 -3.136332 1.361518  0.04
H32 6.220167 -3.749624 2.630445  0.06
H33 1.551318 -1.383224 0.537558  0.09
H34 1.753754 -1.447502 -1.941159  -0.11
H35 0.405206 -2.516172 1.949185  0.12
H36 -1.278975 -2.416262 2.022786  0.07
H37 -1.119864 -4.068180 0.614582  0.09
H38 -1.057772 -2.940903 -0.657791  0.07
H39 1.204967 -3.545668 -1.095092  0.06
H40 1.582216 -3.704910 0.622913  0.11
H41 2.659489 -5.606409 -0.473344  0.09
H42 -4.047977 0.891947 -0.634610  0.08
H43 -4.554851 -0.673823 -1.209904  0.05
H44 -3.234958 0.114806 -2.026987  0.08
C25 12.591758 0.121234 1.666422  -0.04
C26 11.489968 -0.130887 2.714987  -0.44
C27 10.280879 -0.967141 2.287649  -0.29
F1 9.597852 -0.407804 1.269547  0.09
F2 9.417867 -1.076392 3.329259  0.08
F3 11.086322 1.050734 3.229383  0.13
F4 12.078805 -0.816968 3.733416  0.11
O4 12.590571 1.358979 0.959029  0.05
C28 11.825915 1.537609 -0.178244  -0.54
C29 10.732680 2.594046 0.015393  -0.28
F5 9.921144 2.284478 1.044988  0.10
F6 9.968516 2.665427 -1.100651  0.10
F7 11.332241 0.364177 -0.621311  0.14
F8 12.658346 1.990815 -1.137840  0.15
H45 13.517578 0.158937 2.238961  0.15
H46 12.708851 -0.725325 0.989911  0.15
H47 10.586437 -1.974590 1.992369  0.18
H48 11.178646 3.571445 0.208663  0.18
C30 -5.983632 -3.525660 -3.355796  -0.04
C31 -7.199477 -3.515789 -2.406693  -0.44
C32 -8.403139 -4.386281 -2.781072  -0.31
F9 -8.945654 -4.033485 -3.958187  0.10
F10 -9.363083 -4.241703 -1.836528  0.10
F11 -7.583205 -2.234743 -2.193763  0.12
F12 -6.745956 -3.985408 -1.209752  0.09
O5 -5.843673 -2.464518 -4.295208  0.04
C33 -6.474049 -2.505778 -5.530784  -0.53
C34 -7.530126 -1.406884 -5.679635  -0.29
F13 -8.454332 -1.487909 -4.705234  0.09
F14 -8.165041 -1.540793 -6.862948  0.11
F15 -6.967998 -3.731298 -5.777703  0.15
F16 -5.517025 -2.282607 -6.455578  0.15
H49 -5.120966 -3.397632 -2.701594  0.14
H50 -5.842954 -4.498976 -3.825626  0.15
H51 -8.118620 -5.441705 -2.823100  0.18
H52 -7.066116 -0.418706 -5.635591  0.18
C35 -10.750452 0.330918 -2.297872  -0.04
C36 -10.166866 1.349808 -3.298062  -0.44
C37 -10.000838 2.796645 -2.823203  -0.31
F17 -11.167282 3.364186 -2.475155  0.10
F18 -9.478295 3.540100 -3.829397  0.09
F19 -10.877486 1.303737 -4.442343  0.14
F20 -8.911424 0.906007 -3.602378  0.09
O6 -12.133983 0.007214 -2.380233  0.05
C38 -13.093398 0.781688 -1.751766  -0.53
C39 -14.038080 1.461728 -2.748159  -0.28
F21 -13.360128 2.225741 -3.625137  0.10
F22 -14.896722 2.263752 -2.079738  0.10
F23 -12.525170 1.658190 -0.900663  0.14
F24 -13.834016 -0.058451 -0.999028  0.15
H53 -10.256630 -0.610268 -2.540624  0.14
H54 -10.452976 0.553896 -1.272874  0.15
H55 -9.315616 2.846690 -1.971429  0.17
H56 -14.604540 0.713448 -3.306246  0.18
C40 -0.059189 6.666092 1.727861  -0.05
C41 -0.987179 6.510916 2.950328  -0.43
C42 -2.322965 7.261869 2.928663  -0.31
F25 -2.161494 8.590521 2.847568  0.11
F26 -2.992346 7.005176 4.077284  0.10
F27 -0.295893 6.797979 4.068579  0.14
F28 -1.305026 5.175186 3.025381  0.06
O7 1.014534 7.592771 1.799391  0.04
C43 0.827488 8.935934 1.500921  -0.53
C44 1.050998 9.840362 2.717766  -0.29
F29 0.242375 9.495931 3.738441  0.10
F30 0.774829 11.118126 2.383607  0.11
F31 -0.371001 9.135004 0.922414  0.15
F32 1.756829 9.255762 0.579122  0.15
H57 0.446148 5.703726 1.637995  0.14
H58 -0.625313 6.779512 0.802691  0.15
H59 -2.941347 6.927296 2.089750  0.17
H60 2.086598 9.771953 3.057678  0.18
C45 5.435644 -3.458026 -4.808576  -0.02
C46 5.957965 -2.676126 -6.030313  -0.44
C47 6.288389 -1.192632 -5.835131  -0.30
F33 5.212082 -0.473321 -5.452000  0.09
F34 6.719954 -0.674172 -7.003919  0.11
F35 5.098179 -2.839082 -7.057809  0.14
F36 7.121437 -3.276305 -6.396843  0.12
O8 4.023098 -3.655964 -4.678978  0.05
C48 3.212522 -2.712963 -4.103411  -0.53
C49 2.202885 -2.124727 -5.096533  -0.27
F37 2.814648 -1.579529 -6.153903  0.12
F38 1.484417 -1.141557 -4.485134  0.06
F39 3.930897 -1.759207 -3.476142  0.14
F40 2.501670 -3.351121 -3.127983  0.10
H61 5.819397 -4.468955 -4.936688  0.15
H62 5.877266 -3.101074 -3.878510  0.14
H63 7.080748 -1.067153 -5.091213  0.17
H64 1.519831 -2.897646 -5.455124  0.18

Forces on the atoms, in the same order (eV/Å):
0.3185 1.3295 -1.8282
0.4573 -1.3325 2.2115
-0.7209 -0.0321 -0.7357
-0.7131 0.7384 -0.0208
-0.2744 -1.0944 0.5098
-0.5768 2.4613 1.6313
0.5660 -2.3479 0.6330
0.4052 0.5042 0.0676
-0.2632 0.1728 -0.2121
0.6009 -0.7284 -0.3194
0.7743 0.9320 -0.8564
0.4378 -0.1686 0.9167
-1.3014 -0.6114 0.2070
1.9096 0.7725 0.4985
-0.1719 0.2184 0.6981
0.6553 0.2095 -0.3547
-0.9779 -0.9512 -0.4764
0.6820 0.6396 -0.1447
-0.6979 -0.0275 0.7211
0.3439 0.0870 -0.4358
1.3802 0.4450 -1.5651
-0.9692 0.2134 -0.3813
2.3161 0.3702 -1.3415
-1.4244 -1.6326 0.4348
0.1303 -0.6006 -0.1918
0.6095 0.2609 0.3945
-1.0984 0.0581 -0.5409
0.6702 0.0525 1.5359
0.0087 -0.1387 -1.3760
-0.1835 0.7189 0.0214
-1.0294 0.3089 -0.0292
0.2930 -0.5501 0.5005
-0.5072 -0.7464 0.2486
-0.2732 -0.2418 -0.1488
0.0086 0.0235 -0.0692
-0.2809 -0.1801 0.2686
0.0739 0.3373 -0.0651
0.1542 -0.1773 0.1811
0.0450 -0.3207 -0.2283
0.3241 0.0061 -0.2217
-0.1759 -0.1474 -0.3112
0.4296 0.0850 -0.0284
-0.0706 0.7969 -0.4956
-0.3509 0.0024 0.0337
-0.1899 -0.2202 -0.3075
-0.0388 -0.0101 0.1333
0.2426 0.2826 0.0230
-0.3004 -0.1269 -0.0440
-0.1763 0.2783 -0.0495
-0.2469 0.2333 0.1142
0.1254 0.0941 0.0680
-0.4943 -0.3502 0.0409
-0.1411 -0.4421 -0.5377
0.2502 -0.1118 -0.1116
-0.7493 -0.4579 -0.2755
-0.1316 -0.0946 -0.0127
0.0582 0.0605 -0.1619
-0.1176 -0.2598 -0.0135
-0.3374 0.1045 -0.0779
-0.0443 -0.0285 0.1957
0.1687 0.2538 0.2192
0.2440 -0.1649 0.1159
-0.1846 0.1119 -0.0806
0.1160 -0.1170 -0.0587
0.2981 -0.0091 -0.0966
-0.0350 -0.0876 0.1039
-0.2275 0.0148 0.0068
-0.3417 -0.1893 0.7202
0.0380 -0.0112 0.7452
0.3562 0.9441 0.0863
-0.2703 0.2857 -0.0990
-0.2276 0.2407 0.3382
0.1424 0.2476 -0.1712
-0.0326 -0.3375 -0.1490
0.0019 0.0509 0.0278
0.2138 -0.3022 -0.0554
0.1082 0.2396 -0.0714
0.0869 -0.1013 0.1229
0.1247 0.2791 -0.0531
0.6508 -0.1275 -0.2014
0.1445 0.7878 -0.0731
-0.2468 -0.4604 0.1448
0.1289 0.2057 -0.0937
0.2613 0.1028 0.1075
-0.1743 -0.0515 -0.0672
-0.0236 -0.2830 -0.1417
-0.8597 0.0102 0.1377
0.7903 -0.6408 0.2440
-0.2198 0.4044 0.0017
0.0411 -0.1840 0.0340
0.1403 -0.0913 -0.0441
-0.2439 0.1237 0.0103
-0.1277 0.1773 -0.0334
-0.0790 0.0915 0.0969
-0.2912 -0.0209 -0.0568
0.1010 0.0397 0.0136
0.1158 -0.0514 -0.0571
0.6170 -0.1598 -0.1167
0.1949 0.6664 -0.3280
-0.3486 -0.3797 0.2268
0.1800 0.1691 -0.1086
0.1605 0.0811 0.0825
-0.1379 -0.0419 -0.0286
-0.0050 -0.2695 -0.0052
-0.7836 0.1084 0.0737
0.6491 -0.6445 0.3460
-0.2901 0.4870 -0.1378
0.0515 -0.2915 0.0774
0.1754 -0.1413 -0.0258
-0.2111 0.1367 0.0044
-0.0774 0.1902 -0.0494
-0.0765 0.0798 0.0661
-0.2975 -0.0266 -0.0784
0.0957 0.0387 0.0121
0.1211 -0.0681 0.0015
0.1451 -0.6013 0.3868
-0.7472 -0.3832 -0.2586
0.3331 0.3665 -0.0143
-0.1583 -0.1901 0.0167
0.0681 -0.1689 -0.0418
0.0011 0.1885 0.0141
0.2090 0.2437 0.2916
-0.0976 0.7740 -0.3433
0.7833 -0.5273 0.3539
-0.3637 0.1152 -0.2863
0.1830 -0.0104 0.0829
0.0647 -0.1075 0.1320
-0.1321 0.1750 -0.1418
-0.1749 0.0508 -0.0989
-0.0265 0.0415 -0.1472
-0.0754 0.2945 -0.0200
-0.0133 -0.0991 0.0034
0.0368 -0.0892 0.1000
0.2839 -0.3167 -0.5805
0.7441 0.4861 0.1895
-0.5651 -0.1003 0.1011
0.2672 0.0236 -0.0651
0.1262 -0.1657 -0.0159
-0.1321 0.0415 0.0392
-0.2489 -0.0273 -0.2448
-0.4662 0.3582 0.5874
-0.1314 -0.7337 -0.5859
0.1773 0.2999 0.3558
-0.1016 -0.1508 -0.1022
0.0143 -0.0871 -0.1705
-0.0311 0.1384 0.2103
0.0985 0.1129 0.1290
0.0222 0.0115 0.1468
-0.1974 0.2162 0.1220
0.0855 -0.0418 -0.0305
0.0267 -0.0566 -0.1224
0.2306 -0.4894 0.4240
-0.6693 -0.2943 -0.2509
0.4397 0.3611 -0.1222
-0.1787 -0.2018 0.0996
-0.0120 -0.1806 -0.0190
-0.0409 0.1773 0.0403
0.1669 0.1145 0.2519
-0.1571 0.7028 -0.3357
1.0302 -0.5581 -0.0547
-0.4422 0.0804 -0.3972
0.2240 0.0230 0.1068
0.0931 -0.1721 0.2102
-0.2461 0.1771 0.0055
-0.2172 0.0770 0.0268
-0.0760 0.0071 -0.1457
-0.0856 0.2871 -0.0449
-0.0315 -0.0903 0.0331
0.0179 -0.0828 0.1749

---

The highest total energy belongs to which entry?
C6H9ClN4O2

---

Which of these has the highest total energy?
C6H9ClN4O2